(1)
76
Properties=species:S:1:pos:R:3 method="wB97M-V/def2-TZVPD" orbital_gap_ha=0.2190 total_charge=+1 total_energy_ev=-89991.8364 molar_mass_g_mol=645.740
C -0.2566 -2.8762 6.2731
C -1.0034 -2.6688 4.8648
C -0.0137 -2.3788 3.6473
O 1.1441 -1.5622 3.9844
C 1.9537 -1.2993 2.8496
O 2.9493 -0.5481 3.0369
C 1.6789 -1.8418 1.3720
S 3.2362 -1.9449 0.3235
N 3.1212 -0.8106 -0.9866
N 3.6637 0.4116 -0.8038
N 3.4927 1.1315 -1.9459
C 2.8051 0.2447 -2.8627
N 2.5643 -1.0299 -2.1998
C 1.9139 -2.2223 -2.8052
F 2.8407 -3.2530 -3.1165
F 1.3551 -1.7556 -4.0484
C 0.7012 -2.8475 -1.9740
C -0.5398 -1.8326 -1.9998
Si -1.9828 -2.3389 -0.7972
C -1.5046 -3.7836 0.3838
C -3.5188 -2.9506 -1.7870
C -2.3558 -0.7344 0.2287
C -2.6644 -0.7292 1.7472
C -2.9033 0.6284 2.4723
C -2.8237 1.9497 1.6646
C -2.5351 1.9425 0.1391
C -2.2893 0.6037 -0.5958
O -2.1168 -1.7002 4.9319
C -3.3644 -2.3965 5.0475
O -3.9089 -3.0401 4.1264
C -4.1618 -2.3075 6.4631
S -3.1169 -1.4681 7.7581
H -0.0773 -1.8795 6.7917
H 0.7232 -3.4402 6.0418
H -0.9168 -3.5986 6.8822
H -1.5149 -3.6797 4.6266
H -0.5945 -1.8379 2.8264
H 0.3619 -3.3788 3.2036
H 1.2339 -2.9089 1.3384
H 0.8868 -1.1565 0.8934
H 2.4969 0.4607 -3.9408
H 0.3735 -3.7957 -2.5505
H 1.0076 -3.2053 -0.9379
H -0.9961 -1.6766 -3.0437
H -0.1419 -0.7930 -1.6758
H -2.3272 -4.5962 0.4300
H -1.3695 -3.4173 1.4609
H -0.5452 -4.3347 0.0903
H -4.4031 -3.2336 -1.1070
H -3.2228 -3.9278 -2.3301
H -3.8638 -2.2277 -2.5991
H -2.6977 -1.7085 2.3265
H -3.0984 0.6699 3.5913
H -2.9641 2.9794 2.1561
H -2.4578 2.8988 -0.4936
H -2.0615 0.5868 -1.7155
H -4.4060 -3.3644 6.8471
H -5.1378 -1.7256 6.3352
H -2.5069 -2.5199 8.4561
C 0.5458 6.3143 -3.8617
O 1.1109 5.1324 -4.4275
P 2.5298 5.3934 -5.3671
O 2.4969 3.9780 -5.9199
O 3.4490 5.4661 -4.0076
C 3.5151 4.3236 -3.1750
O 3.9079 5.7996 -6.3115
C 4.0859 7.2010 -6.5209
H -0.2905 6.0295 -3.2218
H 1.2874 6.8445 -3.2572
H 0.1815 6.9690 -4.6577
H 3.1803 3.4147 -3.6784
H 2.8959 4.4900 -2.2899
H 4.5490 4.1837 -2.8559
H 4.1801 7.7203 -5.5633
H 3.2375 7.6042 -7.0793
H 4.9972 7.3552 -7.1001

---

(2)
20
Properties=species:S:1:pos:R:3 method="wB97M-V/def2-TZVPD" orbital_gap_ha=0.3596 total_energy_ev=-9941.2642 molar_mass_g_mol=107.153 smiles=CC[C@@H](N)CO.O
C 1.9116 0.9937 -0.6971
C 0.7415 0.1195 -0.2234
C 0.6070 0.1751 1.3424
N -0.0017 1.5364 1.6312
C -0.3537 -0.8885 1.8756
O -1.2930 -0.7663 3.1340
H 1.7090 2.0474 -0.4794
H 2.9006 0.9035 -0.1793
H 1.8004 0.9228 -1.8617
H -0.1759 0.4154 -0.6976
H 1.1571 -0.8788 -0.5674
H 1.5538 0.0912 1.8898
H 0.4132 2.3417 1.0358
H -0.8220 1.3354 2.2423
H -1.1420 -1.1233 1.0752
H 0.1498 -1.7854 2.0378
H -1.2321 0.1877 3.1805
O -2.6498 -1.6490 -4.6411
H -2.5143 -1.4029 -5.5636
H -2.7596 -2.5754 -4.5339

---

(3)
56
Properties=species:S:1:pos:R:3 method="wB97M-V/def2-TZVPD" orbital_gap_ha=0.2866 total_energy_ev=-41554.5718 molar_mass_g_mol=440.452 smiles="COCCCN1C(=O)c2ccc(C(=O)OCC(=O)NCc3ccccc3OC)cc2C1=O"
C -5.6716 -2.5488 0.7353
O -4.4500 -1.8836 0.9448
C -3.9774 -1.1580 -0.1633
C -4.7750 0.1181 -0.4585
C -4.0946 0.9738 -1.5268
N -2.7930 1.4358 -1.0963
C -2.6146 2.4263 -0.1420
O -3.4984 3.0356 0.4015
C -1.1427 2.5476 0.0262
C -0.4002 3.3589 0.8602
C 0.9826 3.2333 0.8137
C 1.5951 2.3382 -0.0610
C 3.0761 2.2038 -0.0079
O 3.7356 2.4656 0.9704
O 3.5733 1.7402 -1.1522
C 4.9531 1.3803 -1.1882
C 5.0460 -0.1399 -0.9534
O 5.4830 -0.8995 -1.7867
N 4.5706 -0.5055 0.2498
C 4.1463 -1.8642 0.5270
C 2.6762 -2.0139 0.2184
C 2.2364 -2.8172 -0.8182
C 0.8865 -2.9273 -1.1104
C -0.0339 -2.2252 -0.3573
C 0.3849 -1.4024 0.6761
C 1.7380 -1.2821 0.9631
O 2.2534 -0.4704 1.9389
C 1.3698 0.1524 2.8390
C 0.8409 1.5209 -0.9090
C -0.5301 1.6376 -0.8415
C -1.5991 0.9062 -1.5693
O -1.5109 0.0385 -2.3974
H -6.5112 -1.8506 0.6507
H -5.6326 -3.1712 -0.1668
H -5.8248 -3.1840 1.6056
H -2.9488 -0.8949 0.0997
H -3.9564 -1.7967 -1.0601
H -5.7743 -0.1374 -0.8132
H -4.8745 0.6964 0.4621
H -4.7123 1.8497 -1.7423
H -3.9376 0.3968 -2.4416
H -0.8825 4.0547 1.5287
H 1.6114 3.8268 1.4606
H 5.5067 1.9334 -0.4226
H 5.3201 1.6196 -2.1864
H 4.2071 0.1903 0.8850
H 4.3389 -2.0767 1.5816
H 4.7372 -2.5304 -0.1032
H 2.9635 -3.3622 -1.4010
H 0.5573 -3.5568 -1.9217
H -1.0874 -2.3099 -0.5733
H -0.3495 -0.8606 1.2523
H 0.7112 0.8665 2.3340
H 2.0030 0.6900 3.5429
H 0.7654 -0.5836 3.3776
H 1.3139 0.8156 -1.5735

---

(4)
5
Properties=species:S:1:pos:R:3 method="wB97M-V/def2-TZVPD" orbital_gap_ha="0.3515 / 0.3515" total_energy_ev=-72599.2949 molar_mass_g_mol=107.938 smiles="[H]/N=C/Br"
H -0.2580 1.4640 0.9047
N 0.2932 1.0420 0.1904
C -0.1281 -0.3427 -0.2710
Br 1.1125 -1.3226 -1.1039
H -1.0196 -0.8408 0.2798

---

(5)
56
Properties=species:S:1:pos:R:3 method="wB97M-V/def2-TZVPD" orbital_gap_ha=0.2206 total_energy_ev=-73059.3165 molar_mass_g_mol=615.458 smiles="CC(C)=N[Si@@](C)(I)[PH2]=S.O=C1C=CC(=O)C=C1.O=C1C=CC(=O)C=C1.O=C1C=CC(=O)C=C1"
C 4.6108 -2.7710 -1.4903
C 4.0527 -1.2350 -1.1350
C 4.9423 0.0036 -1.7795
N 2.9542 -1.0922 -0.3244
Si 1.4265 -0.9067 -1.2525
C 0.2253 0.1430 -0.1054
I 1.6181 0.3543 -3.3715
P 0.3598 -2.7732 -1.6919
S -1.5646 -2.3989 -1.4337
H 4.7392 -2.9393 -2.6416
H 4.0096 -3.6111 -0.9375
H 5.7094 -2.8014 -1.0241
H 4.9493 0.9226 -1.0394
H 4.6467 0.2835 -2.8778
H 6.0628 -0.4017 -1.8381
H 0.8777 0.7531 0.6858
H -0.5093 -0.5332 0.5051
H -0.3605 0.9657 -0.7266
H 0.5242 -3.0639 -3.1211
H 0.7074 -3.8971 -0.8605
O -6.2503 3.4813 -2.3688
C -5.4291 2.7933 -1.7782
C -4.8796 3.2066 -0.4719
C -3.9808 2.4553 0.1715
C -3.5001 1.1795 -0.3951
O -2.6789 0.4915 0.1955
C -4.0496 0.7662 -1.7014
C -4.9484 1.5175 -2.3448
H -5.2427 4.1446 -0.0692
H -3.5672 2.7442 1.1300
H -3.6864 -0.1718 -2.1042
H -5.3620 1.2286 -3.3033
O 10.4475 -4.9262 2.2254
C 9.8503 -4.0745 1.5816
C 10.4813 -3.4015 0.4291
C 9.8289 -2.4695 -0.2723
C 8.4491 -2.0741 0.0737
O 7.8520 -1.2224 -0.5701
C 7.8181 -2.7471 1.2262
C 8.4706 -3.6791 1.9276
H 11.4935 -3.7031 0.1875
H 10.2774 -1.9657 -1.1198
H 6.8059 -2.4455 1.4678
H 8.0221 -4.1829 2.7751
O -7.0785 1.9245 0.9233
C -7.8943 2.4976 1.6320
C -9.0632 3.1881 1.0521
C -9.9528 3.8159 1.8271
C -9.8062 3.8447 3.2960
O -10.6221 4.4178 4.0047
C -8.6374 3.1542 3.8759
C -7.7477 2.5264 3.1009
H -9.1571 3.1573 -0.0268
H -10.8153 4.3277 1.4179
H -8.5434 3.1850 4.9548
H -6.8853 2.0146 3.5101